--- one ---
Entry from the OMol25 dataset: a molecular structure, C3H11N5O (wB97M-V/def2-TZVPD).

Summary:
gap between HOMO and LUMO: 8.99 eV
HOMO: -8.34 eV

Structure (ORCA input):
```
! RIJCOSX wB97M-V def2-TZVPD def2/J DEFGRID3
* xyz 0 1
C 0.541 -1.597 -1.706
C -0.263 -0.960 -0.611
N -0.937 -1.785 0.235
N -0.873 0.209 -0.858
H -1.510 -1.280 0.911
H -0.490 -2.655 0.486
H -1.198 0.927 -1.491
H -0.133 -2.022 -2.454
H 1.167 -2.400 -1.313
H 1.158 -0.855 -2.215
N 0.965 0.629 0.768
C -0.467 1.222 0.740
N 1.894 1.360 -0.012
N -1.064 0.852 1.994
O -0.729 2.323 0.233
H 1.314 0.345 1.680
H 1.487 2.297 -0.139
H 1.859 0.952 -0.951
H -0.658 1.400 2.747
H -2.062 1.040 1.956
*
```

--- two ---
Entry from the OMol25 dataset: a single C3H11N5O molecule (wB97M-V/def2-TZVPD).

Summary:
gap between HOMO and LUMO: 9.19 eV
HOMO: -8.38 eV
SMILES string: [H]/N=C/N(C)N(N)N(C)O

Structure (ORCA input):
```
! RIJCOSX wB97M-V def2-TZVPD def2/J DEFGRID3
* xyz 0 1
C 1.513 0.657 -1.723
N 1.568 0.001 -0.433
O 1.960 0.939 0.611
N 0.560 -0.804 -0.131
N 0.815 -1.592 0.947
H 2.830 0.629 0.894
H 0.932 -1.061 1.812
H 2.529 0.938 -1.999
H 0.877 1.543 -1.717
H 1.122 -0.066 -2.432
C -1.089 1.405 0.068
N -1.814 -2.085 0.678
C -1.938 -0.818 0.475
N -0.941 -0.030 0.056
H -2.684 -2.517 0.969
H 0.019 -2.249 1.014
H -2.870 -0.265 0.677
H -0.206 1.874 0.507
H -1.954 1.701 0.672
H -1.228 1.802 -0.945
*
```

Of them, one has the highest stability.

--- one ---
Entry from the OMol25 dataset: a single CH2N2O2 molecule (wB97M-V/def2-TZVPD).

Summary:
gap between HOMO and LUMO: 10.61 eV
HOMO: -11.15 eV
SMILES string: C=N[N+](=O)[O-]

Structure (ORCA input):
```
! RIJCOSX wB97M-V def2-TZVPD def2/J DEFGRID3
* xyz 0 1
C 0.491 -0.361 -0.135
N 1.002 0.717 -0.465
N 1.461 0.846 -1.904
O 1.855 1.946 -2.142
O 1.315 -0.068 -2.682
H 0.179 -0.608 0.910
H 0.493 -1.175 -0.783
*
```

--- two ---
Entry from the OMol25 dataset: 2 unconnected molecules or ions with the total composition CH2N2O2 (wB97M-V/def2-TZVPD).

Summary:
gap between HOMO and LUMO (spin up / spin down): 9.39 / 9.40 eV
HOMO (spin up / spin down): -9.92 / -9.97 eV

Structure (ORCA input):
```
! RIJCOSX wB97M-V def2-TZVPD def2/J DEFGRID3
* xyz 0 1
C 0.075 -2.381 0.223
N -0.214 1.641 -0.785
N 0.051 -1.173 0.354
O 0.145 -3.545 0.257
O -0.127 2.590 0.103
H 0.511 3.301 -0.058
H -0.442 -0.432 -0.094
*
```

Of them, two has the highest stability.

--- one ---
Entry from the OMol25 dataset: 2 unconnected molecules or ions with the total composition CH2N2O2 (wB97M-V/def2-TZVPD).

Summary:
gap between HOMO and LUMO: 11.39 eV
HOMO: -10.35 eV

Structure (ORCA input):
```
! RIJCOSX wB97M-V def2-TZVPD def2/J DEFGRID3
* xyz 0 1
C 1.781 -0.394 2.025
N 0.080 -0.432 -0.102
N -1.103 -0.322 -0.221
O 2.665 -0.002 1.443
O -1.567 0.535 -1.225
H 0.676 0.110 -0.748
H -2.531 0.505 -1.172
*
```

--- two ---
Entry from the OMol25 dataset: 2 unconnected molecules or ions with the total composition CH2N2O2 (wB97M-V/def2-TZVPD).

Summary:
gap between HOMO and LUMO: 9.25 eV
HOMO: -9.28 eV
SMILES string: N=C=O.N=O

Structure (ORCA input):
```
! RIJCOSX wB97M-V def2-TZVPD def2/J DEFGRID3
* xyz 0 1
C 1.417 0.321 -0.014
N -1.800 -0.891 0.971
N 1.182 0.485 -1.183
O 1.440 0.137 1.148
O -1.502 -0.952 -0.173
H 1.642 0.953 -1.969
H -2.378 -0.053 1.220
*
```

Of them, one has the highest stability.

--- one ---
Entry from the OMol25 dataset: 2 unconnected molecules or ions with the total composition C6H16S2Si (wB97M-V/def2-TZVPD).

Summary:
gap between HOMO and LUMO (spin up / spin down): 7.64 / 7.15 eV
HOMO (spin up / spin down): -7.77 / -6.83 eV

Structure (ORCA input):
```
! RIJCOSX wB97M-V def2-TZVPD def2/J DEFGRID3
* xyz 0 1
C 1.161 -2.281 -3.295
C 0.236 2.544 0.519
C 0.645 -2.012 -1.815
C -0.552 2.502 1.828
C 0.560 -0.539 -1.482
C -1.376 1.197 2.020
Si -0.628 -0.527 1.632
S 1.017 -0.994 2.797
S -1.984 -2.146 1.833
H 1.849 -1.615 -3.511
H 1.564 -3.326 -3.203
H 0.250 -2.048 -3.874
H 0.758 3.565 0.259
H 0.932 1.845 0.539
H -0.429 2.393 -0.461
H -0.185 -2.671 -1.800
H 1.386 -2.366 -1.229
H 0.094 2.599 2.798
H -1.258 3.270 1.921
H -0.380 -0.043 -1.791
H 1.331 0.089 -1.038
H -2.196 1.408 1.447
H -1.819 1.078 2.955
H 1.873 -0.339 1.993
H -2.849 -1.585 0.960
*
```

--- two ---
Entry from the OMol25 dataset: a molecular structure, C6H16S2Si (wB97M-V/def2-TZVPD).

Summary:
gap between HOMO and LUMO (spin up / spin down): 6.70 / 6.46 eV
HOMO (spin up / spin down): -7.65 / -7.51 eV

Structure (ORCA input):
```
! RIJCOSX wB97M-V def2-TZVPD def2/J DEFGRID3
* xyz 0 1
C 2.161 1.246 0.639
C -0.729 1.121 1.568
C 1.336 -0.871 2.941
C -0.069 -2.161 -2.536
C -2.474 1.349 -2.025
C 0.393 -1.085 -0.107
Si 0.849 -0.036 1.337
S 0.291 -0.606 -1.777
S -1.659 0.280 -3.317
H 2.558 1.128 -0.289
H 1.820 2.257 0.599
H 2.988 1.142 1.431
H -1.275 1.353 0.705
H -1.403 0.576 2.219
H -0.399 2.069 1.968
H 2.309 -0.427 3.318
H 0.679 -0.534 3.665
H 1.325 -1.958 3.105
H -0.886 -2.451 -1.991
H 0.634 -3.000 -2.574
H -0.328 -2.005 -3.534
H -2.567 2.280 -2.561
H -1.816 1.247 -1.199
H -3.475 1.091 -1.649
H -0.261 -2.006 0.062
*
```

Of them, two has the highest stability.

--- one ---
Entry from the OMol25 dataset: a single C3H7FN2O molecule (wB97M-V/def2-TZVPD).

Summary:
gap between HOMO and LUMO: 10.44 eV
HOMO: -9.73 eV
SMILES string: NNC(=O)CCF

Structure (ORCA input):
```
! RIJCOSX wB97M-V def2-TZVPD def2/J DEFGRID3
* xyz 0 1
C 0.152 1.074 0.183
C -0.677 -0.138 0.813
C -1.570 -0.578 -0.300
H 2.342 -0.658 0.688
H 1.740 -1.236 -0.637
H 1.767 1.357 -1.096
H -0.110 -0.931 1.203
H -1.298 0.348 1.517
H -1.056 -0.924 -1.236
H -2.235 -1.420 0.008
N 2.175 -0.374 -0.270
N 1.339 0.765 -0.402
O -0.236 2.195 0.067
F -2.332 0.521 -0.539
*
```

--- two ---
Entry from the OMol25 dataset: 2 unconnected molecules or ions with the total composition C3H7FN2O (wB97M-V/def2-TZVPD).

Summary:
gap between HOMO and LUMO (spin up / spin down): 7.85 / 8.73 eV
HOMO (spin up / spin down): -7.56 / -7.93 eV

Structure (ORCA input):
```
! RIJCOSX wB97M-V def2-TZVPD def2/J DEFGRID3
* xyz 0 1
C 1.255 -0.277 -0.193
C -2.116 -0.870 0.388
C -1.356 0.434 0.581
N 3.420 0.419 0.307
N 2.015 0.662 0.349
O 1.508 -1.195 -0.875
F -1.633 1.415 -0.270
H -1.609 -1.587 1.038
H -2.180 -1.133 -0.629
H -3.187 -0.731 0.568
H -0.488 0.567 1.133
H 3.711 -0.065 1.077
H 3.639 -0.074 -0.656
H 1.838 1.581 0.319
*
```

Of them, one has the highest stability.

--- one ---
Entry from the OMol25 dataset: 2 unconnected molecules or ions with the total composition C2H8N2S (wB97M-V/def2-TZVPD).

Summary:
gap between HOMO and LUMO: 8.71 eV
HOMO: -7.68 eV
SMILES string: N/C=C/N.S

Structure (ORCA input):
```
! RIJCOSX wB97M-V def2-TZVPD def2/J DEFGRID3
* xyz 0 1
C 0.674 0.001 0.756
C 0.507 0.563 -0.429
N -0.481 1.603 -0.666
N 1.602 -0.992 1.077
H 0.070 0.320 1.595
H 1.045 0.216 -1.303
H -0.085 2.236 -1.355
H -0.505 2.176 0.171
H 2.009 -1.501 0.311
H 1.344 -1.580 1.850
S -2.564 -1.383 -0.603
H -2.366 -0.076 -0.846
H -1.249 -1.585 -0.559
*
```

--- two ---
Entry from the OMol25 dataset: 2 unconnected molecules or ions with the total composition C2H8N2S (wB97M-V/def2-TZVPD).

Summary:
gap between HOMO and LUMO: 9.41 eV
HOMO: -8.44 eV
SMILES string: [H]/N=C\N.CS

Structure (ORCA input):
```
! RIJCOSX wB97M-V def2-TZVPD def2/J DEFGRID3
* xyz 0 1
C -1.427 -0.697 2.846
S -0.220 0.648 2.475
H -1.755 -0.348 3.772
H -0.878 -1.602 2.724
H -2.297 -0.788 2.159
N 0.447 0.568 -0.856
C 0.752 -0.149 -1.864
N 1.339 0.414 -3.030
H 1.001 1.436 -0.722
H -0.260 0.319 1.258
H 0.528 -1.250 -1.910
H 1.062 0.111 -3.930
H 1.708 1.339 -2.922
*
```

--- three ---
Entry from the OMol25 dataset: 2 unconnected molecules or ions with the total composition C2H8N2S (wB97M-V/def2-TZVPD).

Summary:
gap between HOMO and LUMO: 9.06 eV
HOMO: -9.12 eV
SMILES string: [H]/N=C/N.CS

Structure (ORCA input):
```
! RIJCOSX wB97M-V def2-TZVPD def2/J DEFGRID3
* xyz 0 1
C 0.341 -1.792 -0.738
S -1.316 -1.572 -1.480
H 0.977 -0.990 -1.085
H 0.609 -2.806 -1.053
H 0.342 -1.653 0.366
N 0.477 1.348 0.266
C 0.945 2.092 1.306
N 0.932 1.753 2.540
H 0.734 1.599 -0.683
H -0.313 0.746 0.408
H 1.719 2.741 0.898
H 1.578 2.340 3.084
H -2.412 -0.366 -1.451
*
```

Of them, one has the highest stability.

--- one ---
Entry from the OMol25 dataset: 2 unconnected molecules or ions with the total composition C2H8N2S (wB97M-V/def2-TZVPD).

Summary:
gap between HOMO and LUMO: 6.10 eV
HOMO: -6.62 eV

Structure (ORCA input):
```
! RIJCOSX wB97M-V def2-TZVPD def2/J DEFGRID3
* xyz 0 1
C -1.337 -1.437 0.331
S -1.697 -0.129 -0.897
H -2.160 -1.951 0.748
H -0.673 -2.204 -0.079
H -0.664 -1.142 1.113
N 1.489 0.564 0.830
C 1.043 0.480 -0.536
N 0.437 1.606 -1.071
H 1.173 1.380 1.422
H 1.647 -0.322 1.332
H 1.070 -0.407 -1.121
H -0.370 1.288 -1.722
H 0.042 2.273 -0.351
*
```

--- two ---
Entry from the OMol25 dataset: a molecular structure, C2H8N2S (wB97M-V/def2-TZVPD).

Summary:
gap between HOMO and LUMO: 8.41 eV
HOMO: -7.83 eV

Structure (ORCA input):
```
! RIJCOSX wB97M-V def2-TZVPD def2/J DEFGRID3
* xyz 0 1
C 0.479 0.932 -1.506
N -0.030 0.363 -0.278
C 0.600 0.439 0.831
N 0.169 -0.216 1.911
H 1.260 1.678 -1.308
H -0.335 1.406 -2.043
H 0.881 0.151 -2.144
H -0.913 -0.533 -0.320
H 1.495 1.045 0.909
H -0.639 -0.824 1.805
H 0.615 -0.133 2.803
S -2.167 -1.623 -0.167
H -1.416 -2.685 -0.493
*
```

Of them, two has the highest stability.

--- one ---
Entry from the OMol25 dataset: a single C4H8ClNO2 molecule (wB97M-V/def2-TZVPD).

Summary:
gap between HOMO and LUMO: 8.95 eV
HOMO: -9.56 eV
SMILES string: CCO[C@@](C)(Cl)N=O

Structure (ORCA input):
```
! RIJCOSX wB97M-V def2-TZVPD def2/J DEFGRID3
* xyz 0 1
C 1.854 0.148 -1.094
C -1.641 -0.759 1.523
C 1.216 1.074 -0.168
C -0.966 -0.021 0.320
N -0.863 -0.872 -0.888
O -1.561 -1.897 -0.891
O 0.220 0.521 0.798
Cl -1.835 1.306 -0.506
H 2.318 -0.752 -0.704
H 1.230 -0.166 -1.812
H 2.680 0.618 -1.597
H -1.654 -0.052 2.432
H -2.679 -1.073 1.208
H -0.995 -1.637 1.754
H 0.732 1.963 -0.820
H 1.944 1.598 0.445
*
```

--- two ---
Entry from the OMol25 dataset: a single C4H8ClNO2 molecule (wB97M-V/def2-TZVPD).

Summary:
gap between HOMO and LUMO: 11.24 eV
HOMO: -11.12 eV
SMILES string: CC(C)(CCl)[N+](=O)[O-]

Structure (ORCA input):
```
! RIJCOSX wB97M-V def2-TZVPD def2/J DEFGRID3
* xyz 0 1
C 0.231 0.929 -1.093
C 0.083 0.226 1.407
C -0.586 -1.454 -0.362
C 0.304 -0.227 -0.043
N 1.656 -0.861 -0.180
O 1.889 -1.790 0.584
O 2.415 -0.483 -1.047
Cl -2.309 -0.997 -0.235
H 0.184 0.324 -2.055
H -0.582 1.575 -0.757
H 0.994 1.745 -1.023
H 0.664 -0.358 2.119
H -0.929 0.203 1.728
H 0.502 1.273 1.199
H -0.363 -1.713 -1.457
H -0.341 -2.294 0.331
*
```

Of them, two has the highest stability.